1.
{
  "formula": "C10H16N4O4",
  "method": "the ωB97M-V functional and the def2-TZVPD basis",
  "elements": ["O", "O", "O", "O", "N", "N", "N", "N", "C", "C", "C", "C", "C", "C", "C", "C", "C", "C", "H", "H", "H", "H", "H", "H", "H", "H", "H", "H", "H", "H", "H", "H", "H", "H"],
  "positions_angstrom": [[0.221, -3.181, 0.486], [-0.846, -0.038, -2.585], [-2.968, 1.567, 0.415], [-0.633, -2.389, -1.403], [-1.653, -0.273, 0.371], [2.063, -0.347, 1.697], [3.040, -0.878, 3.526], [0.518, 1.601, -1.080], [-0.917, 2.232, -3.556], [-0.294, -1.217, 2.184], [-0.307, -2.324, -0.126], [-1.436, 1.326, -2.518], [-0.444, -1.009, 0.522], [-1.952, 1.012, 0.002], [-1.031, 1.708, -1.134], [1.091, -0.926, 2.483], [3.217, -0.367, 2.331], [1.668, -1.324, 3.650], [-1.141, 2.751, -1.016], [-2.337, -0.483, 1.052], [-2.540, 1.153, -2.759], [3.809, -1.239, 4.087], [0.417, -0.420, 0.152], [-0.493, -2.267, 2.449], [0.157, 2.276, -3.355], [-0.594, -1.467, -1.694], [0.674, 0.727, -1.617], [4.191, 0.034, 1.922], [-0.813, -0.605, 2.776], [-1.029, 1.901, -4.657], [0.845, 1.452, -0.129], [-0.490, -0.203, -3.468], [1.284, -2.030, 4.439], [-1.276, 3.247, -3.446]],
  "forces_ev_per_a": [[0.700, -2.556, 0.595], [-0.154, 0.452, -1.312], [1.215, -0.456, -0.548], [0.234, -0.555, -0.210], [-1.091, 1.152, -0.908], [-0.487, 0.785, -1.473], [-0.670, -2.375, 2.715], [-1.926, -1.140, -0.578], [1.884, -0.060, -2.011], [2.003, -2.404, -5.053], [-0.081, 0.569, -0.275], [-1.979, -2.591, -0.689], [0.123, 1.581, 3.518], [0.759, 0.647, -1.583], [1.169, 0.074, 2.105], [3.100, -0.629, 1.597], [-0.435, 1.033, -1.769], [1.761, -0.174, 0.457], [-0.887, 1.169, 0.355], [-0.835, -0.770, 0.742], [1.154, 0.376, 1.214], [-0.487, 0.342, -0.004], [-0.434, -0.324, 0.514], [-0.076, 0.456, -0.276], [0.114, 0.314, -0.354], [-0.836, 0.444, -0.796], [0.487, 0.782, 0.814], [-1.395, -0.606, 0.682], [-2.902, 2.633, 1.549], [-0.230, 0.315, 1.824], [-0.012, 0.098, -0.056], [-0.206, 0.061, 0.029], [0.798, 1.257, -0.824], [-0.379, 0.104, 0.010]],
  "e_above_lowest_kj_mol": 301.11,
  "orbital_gap_ha": 0.352,
  "multiplicity": 1,
  "smiles": "C[C@@H](O)[C@H](N)C(=O)N[C@@H](Cc1c[nH]cn1)C(=O)O"
}



2.
{
  "formula": "C10H16N4O7OsP2S",
  "method": "the ωB97M-V functional and the def2-TZVPD basis",
  "elements": ["Os", "S", "P", "P", "O", "O", "O", "O", "O", "O", "O", "N", "N", "N", "N", "C", "C", "C", "C", "C", "C", "C", "C", "C", "C", "H", "H", "H", "H", "H", "H", "H", "H", "H", "H", "H", "H", "H", "H", "H", "H"],
  "positions_angstrom": [[0.666, 0.744, 0.359], [1.170, 0.988, 2.597], [-2.256, -1.091, 1.162], [-2.103, 1.761, 1.288], [-3.038, 3.019, 1.181], [-0.780, -1.073, 0.926], [-2.657, -1.244, 2.665], [-0.907, 1.968, 0.366], [-2.967, -2.275, 0.437], [-2.785, 0.354, -0.915], [-1.792, 1.291, 2.654], [0.999, 0.354, -1.648], [3.160, -0.374, 3.778], [3.041, -0.573, 1.500], [2.393, -0.278, 0.382], [2.586, -0.091, 2.625], [-4.570, 0.453, 0.755], [2.582, -0.468, -3.251], [2.943, -0.652, -0.764], [2.175, -0.267, -1.931], [0.536, 0.536, -3.972], [0.195, 0.724, -2.639], [4.224, -1.385, -0.829], [1.757, -0.047, -4.283], [-3.108, 0.375, 0.430], [4.202, -2.153, -1.598], [-3.123, 3.558, 1.970], [2.057, -0.178, -5.311], [3.943, -1.010, 3.809], [-5.086, -0.388, 0.284], [-2.352, -0.528, 3.243], [3.527, -0.946, -3.455], [-4.716, 0.384, 1.831], [2.828, 0.034, 4.641], [-5.012, 1.385, 0.399], [5.038, -0.698, -1.072], [-0.142, 0.858, -4.746], [-0.746, 1.182, -2.360], [-2.823, -3.152, 0.805], [-3.502, 0.739, -1.447], [4.440, -1.834, 0.136]],
  "forces_ev_per_a": [[-1.734, 0.159, 1.226], [-0.072, -0.103, -0.225], [-1.181, 0.147, 0.003], [-3.504, -1.339, 0.958], [0.395, -0.013, -0.475], [1.408, 0.914, -0.581], [-0.155, -0.472, -0.077], [2.812, -0.171, -1.254], [-0.057, -0.035, -0.050], [-0.076, 0.069, -1.640], [0.399, 0.421, 0.280], [0.203, -0.205, -0.292], [-0.088, 0.096, 0.348], [1.198, -0.742, 1.175], [0.118, 0.035, -0.565], [-0.432, 0.331, -1.228], [-0.398, -0.357, -0.012], [-0.079, -0.030, 0.914], [-0.042, -0.018, 0.523], [0.105, 0.030, -0.853], [0.302, -0.101, 0.114], [-0.506, 0.254, -0.510], [-0.007, -0.095, 0.155], [-0.438, 0.182, 0.094], [1.581, 0.895, 1.520], [-0.067, -0.029, -0.086], [-0.043, 0.272, 0.361], [0.025, -0.032, -0.090], [0.004, 0.046, -0.021], [-0.021, 0.060, 0.085], [0.130, 0.282, -0.027], [0.068, -0.020, 0.002], [-0.129, 0.054, 0.063], [0.077, -0.106, -0.112], [0.112, 0.010, 0.010], [0.032, 0.104, -0.003], [-0.092, 0.042, -0.035], [0.011, -0.002, 0.070], [-0.036, -0.346, 0.055], [0.143, -0.192, 0.263], [0.035, 0.003, -0.082]],
  "charge": 2,
  "orbital_gap_ha": [0.277, 0.226],
  "s_squared": 6.05,
  "multiplicity": 5
}



3.
{
  "formula": "C10H16N5O4RbS",
  "method": "the ωB97M-V functional and the def2-TZVPD basis",
  "elements": ["Rb", "S", "O", "O", "O", "O", "N", "N", "N", "N", "N", "C", "C", "C", "C", "C", "C", "C", "C", "C", "C", "H", "H", "H", "H", "H", "H", "H", "H", "H", "H", "H", "H", "H", "H", "H", "H"],
  "positions_angstrom": [[-1.477, 0.777, -1.517], [-1.444, 4.152, -0.776], [-4.131, 0.672, -2.103], [-3.665, 0.047, -0.095], [-1.222, -1.941, -2.314], [-3.954, -1.441, -1.648], [0.320, 2.160, 0.765], [-3.955, -0.243, -1.276], [1.376, 0.102, -0.682], [-1.372, 5.140, 1.672], [-0.132, 3.265, 1.394], [2.855, -1.844, 0.615], [-0.984, 4.160, 0.805], [2.480, -2.019, -0.705], [1.321, 1.540, 1.256], [1.737, -1.012, -1.304], [2.070, 2.028, 2.475], [-0.909, -3.927, -0.935], [-0.808, -3.304, -2.320], [2.488, -0.681, 1.271], [1.746, 0.280, 0.589], [0.225, -3.323, -2.673], [-1.939, -3.864, -0.580], [2.256, 3.101, 2.395], [-1.445, 4.924, 2.655], [-2.187, -1.979, -2.155], [-0.269, -3.391, -0.231], [3.037, 1.543, 2.562], [1.505, 1.845, 3.393], [-0.609, -4.976, -0.958], [2.748, -2.911, -1.254], [3.422, -2.606, 1.133], [1.401, -1.115, -2.329], [-2.099, 5.735, 1.310], [0.261, 3.528, 2.288], [2.763, -0.543, 2.308], [-1.409, -3.881, -3.029]],
  "forces_ev_per_a": [[0.963, 0.550, -0.064], [-0.013, -0.030, -0.005], [-0.335, -0.137, -0.078], [-0.288, -0.216, 0.083], [-0.296, -0.435, -0.021], [-0.049, 0.056, 0.036], [-0.162, -0.277, -0.428], [-0.117, -0.165, 0.049], [-0.075, 0.107, -0.033], [-0.111, -0.021, -0.020], [0.181, 0.138, 0.355], [0.003, -0.072, -0.069], [0.027, -0.032, -0.123], [0.029, 0.051, 0.086], [0.020, 0.311, 0.382], [-0.015, -0.081, -0.023], [-0.047, -0.098, -0.152], [-0.028, 0.117, -0.114], [0.187, -0.063, 0.200], [-0.022, 0.093, 0.104], [0.085, -0.197, -0.139], [-0.001, 0.014, -0.039], [0.022, -0.035, 0.046], [0.011, 0.009, 0.001], [0.017, -0.021, -0.014], [-0.018, 0.362, 0.011], [-0.012, -0.012, 0.011], [-0.014, 0.013, 0.042], [0.023, -0.015, 0.020], [-0.003, 0.004, 0.005], [-0.015, 0.013, -0.016], [-0.002, 0.011, 0.011], [0.007, 0.013, -0.002], [0.049, 0.030, 0.011], [0.008, -0.049, -0.019], [-0.017, 0.018, -0.019], [0.007, 0.045, -0.074]],
  "e_above_lowest_kj_mol": 10.51,
  "orbital_gap_ha": 0.294,
  "multiplicity": 1
}



4.
{
  "formula": "C10H16NO",
  "method": "the ωB97M-V functional and the def2-TZVPD basis",
  "elements": ["O", "N", "C", "C", "C", "C", "C", "C", "C", "C", "C", "C", "H", "H", "H", "H", "H", "H", "H", "H", "H", "H", "H", "H", "H", "H", "H", "H"],
  "positions_angstrom": [[-1.006, 2.121, -0.666], [1.655, -0.199, -0.205], [-0.217, 1.463, 0.008], [1.777, -0.958, -1.540], [-1.732, -0.562, -2.040], [1.311, 1.464, 2.079], [0.595, -1.863, -1.404], [-0.562, -0.894, -1.015], [-2.008, -1.344, -0.814], [-1.191, 1.417, 2.358], [0.201, 0.138, -0.303], [-0.033, 1.411, 1.444], [2.280, 0.624, -0.179], [2.172, 1.698, 1.392], [-1.665, 0.483, 2.125], [-1.988, 2.281, 2.225], [1.723, -0.224, -2.356], [-2.510, -0.846, 0.004], [-0.983, 1.513, 3.435], [2.676, -1.495, -1.732], [1.759, -0.707, 0.649], [-2.510, -2.263, -0.938], [-1.759, -1.157, -2.914], [1.246, 2.090, 2.968], [0.411, -2.508, -2.328], [1.620, 0.461, 2.389], [-2.175, 0.414, -2.047], [0.911, -2.556, -0.593]],
  "forces_ev_per_a": [[0.492, -0.338, 0.856], [-0.449, 0.929, -2.057], [-1.754, 1.214, -1.006], [-0.043, 0.104, -0.326], [0.659, 0.077, 1.750], [1.245, -0.837, -0.946], [-0.863, -1.233, -1.192], [0.176, -1.660, -1.708], [-0.124, 1.613, 1.046], [-1.950, 1.994, 0.309], [-0.209, 1.253, 1.789], [0.823, 0.358, -0.618], [-0.576, -0.465, -0.045], [-1.003, 0.740, 0.803], [-0.859, -0.470, 0.371], [1.663, -1.673, -0.475], [-0.396, 0.140, 0.514], [-0.029, 0.487, -0.034], [0.477, -0.517, -0.493], [1.038, -0.300, 0.716], [0.803, -1.099, 0.518], [0.721, -1.657, -0.055], [0.207, -0.232, -0.919], [0.382, 0.065, -0.178], [0.160, 1.029, 1.225], [-0.251, -0.134, 0.725], [0.456, 0.499, -0.305], [-0.796, 0.113, -0.265]],
  "e_above_lowest_kj_mol": 286.71,
  "charge": 1,
  "orbital_gap_ha": [0.295, 0.295],
  "multiplicity": 1
}



no.,M (g mol⁻¹),electronic energy (eV),largest force on an atom (eV/A)
1,256.26,-24778.530,5.944
2,588.50,-62792.045,3.871
3,387.80,-37757.949,1.111
4,166.24,-14155.786,2.807